[1]
12
Properties=species:S:1:pos:R:3:forces:R:3 method="wB97M-V/def2-TZVPD" multiplicity=1 smiles="NC=O.CO" energy_ha=-285.58531
N -0.62526 -0.25560 -1.38869 -0.791 0.186 -0.791
C -1.27547 -0.04495 -2.64165 1.674 -0.452 -3.041
O -0.82649 -0.40306 -3.78564 -1.544 1.547 4.827
H 0.35732 -0.40988 -1.19536 0.087 -0.107 -1.376
H -1.06611 -0.70719 -0.60039 -0.963 0.576 -0.199
H -2.21416 0.66735 -2.62165 1.427 -1.718 0.370
C 1.13905 0.04209 2.31860 -0.512 -0.259 0.029
O 0.31074 0.06470 1.09065 1.637 1.477 0.867
H 1.82975 0.89450 2.58101 -0.930 -0.397 -1.031
H 1.79456 -0.85100 2.28060 -0.702 0.367 0.051
H 0.37479 -0.00840 3.10485 0.676 -0.302 0.267
H 0.20128 1.01146 0.85767 -0.059 -0.919 0.029

---

[2]
84
Properties=species:S:1:pos:R:3:forces:R:3 method="wB97M-V/def2-TZVPD" s_squared=6.022 charge=+2 multiplicity=5 energy_ha=-2564.06016
Pd -0.10042 -0.07016 3.86832 0.024 -0.676 1.010
C -1.24266 1.78694 3.60941 -0.925 -0.354 -1.170
C -1.65386 0.87730 2.62159 -0.407 0.639 0.773
C -1.11237 0.81053 1.21239 -0.074 -0.059 -0.701
C 0.18928 -0.03572 0.99123 -0.501 -0.134 -0.019
C 1.18226 0.00177 2.12406 0.898 0.952 -0.125
C 1.47325 1.14140 2.87571 0.306 -0.799 -0.649
C 0.96471 2.51452 2.54240 -0.224 0.601 0.048
C -0.32625 2.93742 3.32448 1.123 0.045 0.305
C 1.71501 -1.63695 5.46067 -0.327 -0.092 -0.457
H -1.82225 1.81806 4.53329 0.007 0.069 -0.181
H -2.60013 0.34432 2.81037 0.636 0.009 0.019
H -0.95515 1.81231 0.79789 -0.115 -0.062 0.251
H -1.90089 0.36209 0.59051 0.259 0.095 0.169
H -0.11401 -1.08526 0.85801 0.157 0.274 -0.053
H 0.66519 0.28350 0.04824 -0.119 -0.087 0.238
H 1.87921 -0.84245 2.19537 -0.412 0.141 0.160
H 2.27306 1.06586 3.62100 -0.175 0.065 -0.308
H 0.78744 2.59315 1.46463 0.087 -0.084 0.221
H 1.76759 3.23150 2.76733 -0.290 -0.168 -0.016
H -0.01680 3.39910 4.27287 -0.159 -0.150 -0.236
H -0.84347 3.72111 2.75420 -0.061 -0.237 0.124
H 2.25111 -1.94478 6.35719 0.156 -0.038 0.252
H 2.40896 -1.15315 4.76675 0.239 -0.187 0.146
H 1.28551 -2.52181 4.97611 0.252 -0.035 0.113
P 1.34292 -1.12891 -4.10743 1.783 1.307 -0.704
P -1.82577 -0.67933 -3.75029 -2.165 1.498 -1.269
N 2.78022 -0.11163 -4.12269 -0.294 0.250 0.535
N 2.04772 -2.40088 -5.14172 -0.259 -1.371 -0.086
N -2.02751 1.06824 -3.56071 0.726 0.048 0.597
N -3.47655 -1.02808 -4.26295 0.151 -0.757 -0.053
C 0.41142 -0.26182 -5.44035 -0.506 -0.089 -0.174
C -1.08050 -0.63668 -5.45741 0.087 -0.234 0.061
C 3.27795 0.52447 -2.97085 0.655 0.196 -0.903
C 4.34204 1.33474 -3.33668 -0.827 -0.635 -0.299
C 4.50418 1.21834 -4.75787 -1.065 -0.745 0.188
C 3.52023 0.35275 -5.21301 0.584 0.411 0.653
C 2.17473 -3.73209 -4.71745 -0.284 2.381 -0.338
C 2.68068 -4.48785 -5.76539 0.864 0.434 -2.837
C 2.87024 -3.60531 -6.87890 0.024 -2.348 1.440
C 2.46021 -2.34454 -6.47142 -0.476 0.309 1.473
C -1.78907 1.71018 -2.33365 -0.228 0.661 -0.761
C -1.91855 3.07932 -2.51233 0.050 -0.830 -0.172
C -2.23698 3.30654 -3.89013 0.146 -1.546 -0.095
C -2.28415 2.05765 -4.50603 0.121 0.819 0.504
C -4.33866 -0.31969 -5.11326 -0.431 -0.855 0.186
C -5.44271 -1.11182 -5.38740 1.212 0.203 0.509
C -5.24354 -2.36773 -4.72740 0.802 0.320 0.219
C -4.03039 -2.30665 -4.06550 -0.683 0.821 -0.541
H 0.83429 -0.49430 -6.42376 -0.030 0.282 0.217
H 0.53699 0.81574 -5.27951 0.004 -0.163 0.134
H -1.63624 0.06367 -6.09944 0.186 -0.377 0.223
H -1.23255 -1.64747 -5.87854 0.031 0.308 0.176
H 2.81938 0.33431 -2.01410 0.074 -0.010 0.006
H 4.93225 1.95958 -2.68557 -0.061 -0.096 0.046
H 5.23631 1.70986 -5.38031 -0.051 -0.015 0.088
H 3.30223 0.03362 -6.21892 0.100 0.233 0.146
H 1.90082 -4.00906 -3.71201 -0.021 -0.033 0.027
H 2.89190 -5.54762 -5.75931 -0.026 0.105 0.083
H 3.25063 -3.84472 -7.85956 -0.005 -0.105 0.069
H 2.43301 -1.42809 -7.04276 -0.033 -0.263 0.069
H -1.56947 1.12312 -1.45387 -0.033 0.071 -0.148
H -1.79427 3.84358 -1.75405 -0.053 -0.204 -0.109
H -2.40906 4.25158 -4.37871 -0.008 -0.028 0.036
H -2.50260 1.80602 -5.53868 0.148 0.224 0.357
H -4.10795 0.68064 -5.43679 -0.182 -0.126 0.131
H -6.28691 -0.81965 -5.99038 0.021 -0.009 0.028
H -5.91945 -3.20781 -4.74624 0.076 0.004 0.047
H -3.50018 -3.03022 -3.47159 -0.078 -0.074 0.111
C -1.54605 0.91755 8.99346 -0.160 -0.030 -0.300
Si 0.01875 -0.03638 8.66401 0.245 0.098 1.607
C 1.45014 0.94214 9.39979 0.191 0.119 -0.432
C -0.07286 -1.69550 9.54152 -0.122 -0.277 -0.351
C 0.12059 -0.21705 6.83852 -1.035 1.238 2.841
C 0.61732 -0.68657 5.76901 0.786 -0.988 -3.011
H -1.70733 1.01519 10.07516 -0.013 0.010 -0.274
H -2.38866 0.38119 8.53880 -0.001 0.212 0.211
H -1.47563 1.91336 8.53785 -0.128 -0.135 0.182
H 1.40687 0.94240 10.50190 -0.098 -0.052 -0.421
H 2.42451 0.53026 9.09864 -0.204 0.120 0.138
H 1.40485 1.98660 9.05451 0.094 -0.244 0.153
H -0.98570 -2.22288 9.22407 0.255 0.031 0.181
H 0.78783 -2.33473 9.29736 -0.205 0.134 0.112
H -0.10627 -1.56822 10.63631 -0.003 0.062 -0.420

---

[3]
12
Properties=species:S:1:pos:R:3:forces:R:3 method="wB97M-V/def2-TZVPD" multiplicity=1 smiles="NN1CC=CO1" energy_ha=-302.52388
N 1.32215 1.45672 0.14323 -3.080 3.769 -0.606
N -0.02153 1.12754 0.02238 0.209 1.072 -0.401
C -0.29209 -0.07375 0.78754 0.364 -0.515 -2.209
C -1.11155 -0.95797 -0.08577 0.744 1.097 0.015
C -1.10200 -0.36609 -1.27047 -2.656 -3.618 -2.290
O -0.40358 0.69915 -1.46978 1.562 1.892 0.863
H 1.87529 0.71007 -0.10369 2.074 -1.726 -1.084
H 1.44322 2.39501 -0.35230 0.344 -2.175 0.861
H -0.85357 0.16706 1.59011 -1.507 1.073 2.991
H 0.63834 -0.45475 1.07980 1.437 -1.139 0.734
H -1.59828 -1.80385 0.32071 -0.532 -0.645 -0.272
H -1.66805 -0.78791 -2.18423 1.042 0.913 1.398

---

[4]
56
Properties=species:S:1:pos:R:3:forces:R:3 method="wB97M-V/def2-TZVPD" multiplicity=1 energy_ha=-36585.89846
Br -0.12219 2.07586 -3.50694 -0.367 0.864 0.287
C -1.31772 2.15643 -1.93769 0.491 1.217 -1.467
C -0.75405 3.19698 -1.01076 -0.133 0.629 1.547
Br -1.68418 3.15435 0.73085 0.804 1.094 -0.841
H -1.37930 1.16064 -1.49873 0.568 1.528 -0.744
H -2.25729 2.38082 -2.44264 0.164 0.378 0.559
H -0.78327 4.27518 -1.16802 -0.054 -0.426 -1.084
H 0.19761 2.87949 -0.58457 -0.403 1.024 -1.062
Br 1.13315 1.04046 -0.43804 -3.195 1.696 1.517
C -0.02122 -0.55760 -0.59831 -3.087 2.012 1.059
C -0.50737 -0.86182 0.94268 1.884 -1.397 -3.626
Br -1.46358 -2.60397 1.10974 0.457 0.326 -0.333
H 0.51365 -1.31363 -1.17313 -2.752 1.162 -0.302
H -0.87002 -0.18542 -1.17200 1.956 -0.659 0.006
H -1.06867 -0.08272 1.45850 0.039 -0.215 -2.613
H 0.28885 -0.98252 1.67723 0.572 -0.195 -1.152
Br -1.07893 -0.18315 3.27318 -2.185 1.237 5.383
C -2.99902 0.08574 2.81482 -1.085 1.105 -0.495
C -3.30007 1.60065 2.54569 0.173 -0.748 2.136
Br -5.21273 1.93320 2.99816 0.942 -0.082 -0.401
H -3.60399 -0.33895 3.61592 0.466 0.460 0.363
H -3.37288 -0.43042 1.93057 0.954 -0.512 0.099
H -3.01884 2.07543 1.60569 -1.509 -1.634 0.212
H -2.65937 2.16255 3.22530 -0.561 0.194 0.572
Br -6.21197 0.88752 -3.37068 0.902 -0.824 1.536
C -5.28470 0.13085 -1.71434 0.365 -0.386 0.559
C -3.90060 0.73131 -1.57391 0.048 0.826 -0.857
Br -2.56261 -0.01171 -0.36666 -6.291 -0.503 0.498
H -5.08908 -0.94117 -1.73899 -0.599 -0.134 -0.941
H -5.93101 0.24649 -0.84428 -0.091 0.596 -0.284
H -3.86141 1.79392 -1.33432 -0.431 -0.123 -0.126
H -3.37132 0.54799 -2.50898 -0.303 0.322 -0.153
Br 4.81655 -3.97054 0.46641 -0.433 0.266 0.660
C 3.33910 -3.48682 1.70500 -0.098 0.305 -0.488
C 2.02480 -3.39091 0.88414 1.309 -0.813 1.279
Br 1.92034 -1.81470 -0.27464 5.720 -6.883 5.155
H 3.60995 -2.56066 2.21191 -0.087 -0.290 -0.392
H 3.35244 -4.17805 2.54770 -0.359 -0.594 -0.531
H 1.17308 -3.41284 1.56400 -0.019 0.391 -0.077
H 1.95332 -4.28691 0.26756 -0.081 0.326 -0.260
Br 4.39261 -0.64795 3.54721 0.704 -0.016 -0.116
C 4.10791 -0.30315 1.60964 2.741 -2.193 1.395
C 3.06376 0.63904 1.53256 -1.033 2.697 -0.425
Br 3.61755 2.57989 1.46646 0.007 -0.696 0.122
H 3.90025 -1.29169 1.20006 -0.564 0.499 0.118
H 5.04083 -0.11774 1.07730 0.179 0.728 0.777
H 2.36624 0.68139 2.36909 -0.059 -0.448 -0.336
H 2.59228 0.56299 0.55276 1.183 -0.377 1.813
Br 0.85349 -0.82865 -4.12518 0.469 -0.848 0.105
C 1.97441 -0.53957 -2.54481 0.469 -1.277 -1.739
C 3.12930 0.30990 -2.87153 0.191 0.245 -1.100
Br 4.33405 0.27765 -1.28043 0.007 0.563 -2.083
H 2.24396 -1.51874 -2.14900 0.227 0.493 -2.018
H 1.45037 0.00498 -1.75934 0.491 -1.367 -2.989
H 2.66179 1.25399 -3.15124 0.762 0.807 0.787
H 3.63574 0.01631 -3.79100 0.536 -0.348 0.491